Entry w
Molecular formula: C28H23ClO4SW
Method: DFT, ωB97M-V/def2-TZVPD

**Charge**: 0
**Frontier orbital gap (spin up / spin down)**: 7.0 / 6.7 eV
**Multiplicity**: 3

```
58
Properties=species:S:1:pos:R:3:lowdin_charge:R:1
W -0.10447 0.45205 -0.68979 1.575
C -0.61650 4.45328 -2.08509 -0.022
C 0.23307 3.22606 -2.04379 -0.302
C 1.35828 3.11701 -1.26338 -0.087
C 1.98663 1.85418 -1.13475 -0.129
C 1.76389 0.82784 -2.06825 -0.174
C 0.63331 0.94648 -2.90642 -0.147
C -0.19604 2.05963 -2.73721 -0.073
H -1.66356 4.17670 -1.94856 0.086
H -0.52797 4.94852 -3.05469 0.095
H -0.33348 5.15384 -1.30270 0.086
H 1.67235 3.93765 -0.63337 0.125
H 2.75484 1.71140 -0.38653 0.125
H 2.38323 -0.05860 -2.09444 0.120
H 0.37770 0.15635 -3.59611 0.110
H -1.16576 2.06662 -3.22059 0.129
O -3.41934 2.01559 -1.83641 0.112
C -2.90983 1.40141 -0.93229 -0.547
O -1.99764 0.44720 -1.17603 -0.227
C -3.27870 1.57030 0.50462 -0.175
C -4.60134 1.39065 0.88735 -0.021
C -4.96385 1.50879 2.21926 -0.085
C -3.99799 1.82655 3.16431 -0.086
C -2.68160 2.03153 2.78164 -0.112
C -2.30340 1.90737 1.44717 -0.577
S -0.65476 2.29712 0.95285 0.700
H -5.33935 1.15692 0.13047 0.121
H -5.99271 1.35846 2.51774 0.100
H -4.27105 1.92356 4.20754 0.101
H -1.93177 2.29754 3.51548 0.099
O -0.74689 -0.66003 1.07078 -0.101
C 0.44560 -0.77895 1.46400 -0.580
O 1.33444 -0.29313 0.68165 -0.130
C 0.79810 -1.44264 2.72538 -0.130
C 2.12908 -1.52135 3.12393 -0.010
C 2.44981 -2.15349 4.31302 -0.069
C 1.44446 -2.70438 5.09717 -0.073
C 0.11610 -2.62328 4.69841 -0.065
C -0.21125 -1.99061 3.51174 0.000
H 2.89606 -1.08534 2.49806 0.120
H 3.48175 -2.21759 4.63123 0.106
H 1.69816 -3.19946 6.02560 0.105
H -0.66206 -3.05310 5.31464 0.107
H -1.23816 -1.90813 3.18181 0.125
Cl 4.90786 -3.81383 -3.95291 0.646
C 3.43307 -3.20432 -3.25864 -0.682
C 3.29437 -3.14421 -1.88066 -0.104
C 2.12273 -2.64980 -1.33313 -0.050
C 1.06460 -2.20426 -2.13503 -0.319
C -0.16441 -1.60642 -1.54532 -0.207
C 1.23150 -2.31057 -3.51833 -0.066
C 2.40155 -2.79728 -4.08442 -0.106
H 4.10058 -3.48519 -1.24514 0.105
H 2.02849 -2.60038 -0.25551 0.107
H -0.52566 -2.23036 -0.72376 0.072
H -0.96493 -1.58441 -2.29071 0.066
H 0.41473 -2.02779 -4.17371 0.111
H 2.50810 -2.87167 -5.15815 0.105
```


Entry x
Molecular formula: C28H23ClO4SW
Method: DFT, ωB97M-V/def2-TZVPD

**Charge**: 0
**Frontier orbital gap (spin up / spin down)**: 7.2 / 8.0 eV
**Multiplicity**: 3

```
58
Properties=species:S:1:pos:R:3:lowdin_charge:R:1
W -1.00405 0.53005 -0.19338 1.448
C 2.56046 0.78012 2.29139 -0.024
C 2.06411 -0.32578 1.40725 -0.263
C 0.73473 -0.76314 1.49657 -0.119
C 0.26751 -1.79972 0.68726 -0.142
C 1.12080 -2.41351 -0.22895 -0.073
C 2.43792 -2.00472 -0.30031 -0.067
C 2.90163 -0.97306 0.51245 -0.038
H 3.55356 1.10705 1.98520 0.080
H 2.61736 0.44806 3.33009 0.091
H 1.88144 1.63398 2.25975 0.065
H 0.09755 -0.35639 2.27598 0.121
H -0.73370 -2.18108 0.84387 0.103
H 0.75498 -3.21377 -0.85846 0.112
H 3.11676 -2.48214 -0.99448 0.112
H 3.93632 -0.66259 0.43916 0.115
O 0.13640 3.68998 2.17836 0.110
C -0.40487 3.18769 1.22722 -0.522
O -0.30570 1.86211 1.03100 -0.261
C -1.14051 4.01424 0.21517 -0.164
C -0.74470 5.35040 0.13874 -0.020
C -1.34607 6.23047 -0.73827 -0.073
C -2.38143 5.78054 -1.54883 -0.075
C -2.79348 4.46302 -1.47915 -0.118
C -2.18135 3.55950 -0.60801 -0.571
S -2.85609 1.92502 -0.57076 0.711
H 0.04953 5.67635 0.79668 0.120
H -1.01646 7.25930 -0.78789 0.104
H -2.86749 6.45745 -2.23953 0.106
H -3.59944 4.10548 -2.10642 0.098
O -2.57702 -0.88332 0.05465 -0.186
C -2.47786 -1.38316 -1.12137 -0.596
O -1.52040 -0.96101 -1.81856 -0.089
C -3.43737 -2.39045 -1.60440 -0.135
C -3.28318 -2.92888 -2.87798 -0.009
C -4.18625 -3.87304 -3.33553 -0.068
C -5.23970 -4.27579 -2.52369 -0.073
C -5.39328 -3.73583 -1.25340 -0.067
C -4.49195 -2.79155 -0.79080 -0.007
H -2.45859 -2.59588 -3.49373 0.120
H -4.07228 -4.29421 -4.32535 0.106
H -5.94627 -5.01220 -2.88357 0.105
H -6.21610 -4.04822 -0.62466 0.106
H -4.59455 -2.35248 0.19238 0.121
Cl 6.02189 0.54876 -2.16211 0.653
C 4.29827 0.77440 -2.08298 -0.689
C 3.77408 1.76179 -1.26456 -0.112
C 2.40083 1.92241 -1.19206 -0.041
C 1.53291 1.11638 -1.93012 -0.285
C 0.05180 1.33404 -1.87454 -0.237
C 2.09182 0.13547 -2.74576 -0.047
C 3.46490 -0.03963 -2.83062 -0.117
H 4.43808 2.39662 -0.69294 0.109
H 1.99094 2.69674 -0.55243 0.117
H -0.43025 0.93672 -2.76768 0.068
H -0.15442 2.40899 -1.85443 0.062
H 1.43499 -0.49814 -3.33090 0.120
H 3.88844 -0.79976 -3.47344 0.107
```


Relative energies, in hartree, with the most stable structure set to zero: entry w 0.0234; entry x 0.0000.


Entry w
Molecular formula: C5H8BrN2
Method: DFT, ωB97M-V/def2-TZVPD

**Charge**: +1
**Frontier orbital gap (spin up / spin down)**: 7.1 / 7.1 eV

```
16
Properties=species:S:1:pos:R:3:lowdin_charge:R:1
C 0.56782 -0.54288 -2.37201 -0.015
C -0.20043 -1.35729 -1.49530 -0.088
C 0.66197 0.72880 -2.05487 0.127
C -0.97976 0.57267 1.38304 -0.037
C 0.90480 2.14884 -1.73747 -0.621
N -0.63021 -0.82517 -0.37989 -0.081
N -0.47373 0.28761 0.06150 -0.022
Br -0.51785 3.40570 -1.40188 0.714
H 1.12927 -0.86225 -3.22800 0.153
H -0.15092 -2.41793 -1.53705 0.126
H -1.69229 1.37603 1.30886 0.070
H -1.63782 -0.31596 1.67369 0.108
H -0.06478 0.86217 2.03085 0.133
H 1.56747 2.58765 -2.54287 0.120
H 1.54477 2.26758 -0.88018 0.063
H -1.38897 -1.54512 0.03620 0.250
```


Entry x
Molecular formula: C5H8BrN2
Method: DFT, ωB97M-V/def2-TZVPD

**Charge**: +1
**Frontier orbital gap**: 7.9 eV

```
16
Properties=species:S:1:pos:R:3:lowdin_charge:R:1
C -2.60483 -0.78054 -0.57223 -0.006
C 2.88827 -0.50579 -0.24847 0.012
C 0.82101 0.85301 -0.47020 -0.462
C 3.98586 -1.22750 -0.07562 0.170
C -2.13958 0.87556 1.00362 -0.093
N 1.83031 0.11870 -0.35415 0.068
N -1.79643 -0.03150 -0.03700 -0.160
Br 1.03179 2.46770 -1.48511 0.809
H -2.37336 -1.34053 -1.41811 0.063
H -3.68974 -0.78897 -0.14269 0.134
H 3.78651 -1.94104 0.66337 0.081
H 4.95324 -1.19574 -0.48474 0.087
H -1.25108 1.41898 1.09857 0.036
H -2.96147 1.48445 0.81447 0.073
H -2.28519 0.17979 1.95767 0.154
H -0.19531 0.41343 -0.24938 0.033
```


Relative energies, in hartree, with the most stable structure set to zero: entry w 0.0393; entry x 0.0000.


Entry w
Molecular formula: BrHOS
Method: DFT, ωB97M-V/def2-TZVPD

**Charge**: 0
**Structure (SMILES)**: OSBr
**Frontier orbital gap**: 8.7 eV

```
4
Properties=species:S:1:pos:R:3:lowdin_charge:R:1
O 0.28616 -0.54460 -0.57798 -0.491
S 1.62126 -1.17691 0.08884 0.378
Br 3.32312 0.26413 -0.00119 0.150
H -0.35230 -0.25954 -0.03788 -0.038
```


Entry x
Molecular formula: BrHOS
Method: DFT, ωB97M-V/def2-TZVPD

**Charge**: 0
**Frontier orbital gap (spin up / spin down)**: 7.5 / 7.4 eV

```
4
Properties=species:S:1:pos:R:3:lowdin_charge:R:1
O 0.68813 -0.11944 -0.44326 -0.338
S 1.73747 -1.81749 0.65938 0.252
Br 0.43141 -3.38505 -0.08815 0.173
H -0.08474 -0.55803 -0.71318 -0.088
```


Relative energies, in hartree, with the most stable structure set to zero: entry w 0.0000; entry x 0.0713.


Entry w
Molecular formula: C6H12OS
Method: DFT, ωB97M-V/def2-TZVPD

**Charge**: 0
**Frontier orbital gap**: 9.0 eV

```
20
Properties=species:S:1:pos:R:3:lowdin_charge:R:1
C 2.32598 -1.63536 0.48686 -0.374
C -0.55980 -0.43084 -0.26375 -0.470
C 0.02182 0.82870 0.40607 -0.256
C 0.92716 1.91536 -0.23645 -0.263
C -1.79363 -0.87398 -0.44710 -0.276
C -3.06447 -0.24644 -0.10172 -0.136
H 2.68074 -0.57266 0.72833 0.054
H 3.01175 -2.34930 0.41927 -0.041
H 2.08784 -2.18930 1.44826 0.049
H 0.72292 0.33642 1.26705 0.147
H -0.68311 1.70203 0.64798 0.107
H 1.52036 2.65609 0.72195 0.185
H 0.36307 2.79688 -1.12288 0.182
H 1.60366 0.65024 -1.72466 0.134
H -2.00567 -2.07820 -0.61136 0.153
H -2.62709 0.66107 0.51312 0.093
H -3.61170 0.26353 -0.99909 0.104
H -3.84660 -0.84655 0.41471 0.079
O 2.07766 1.10564 -0.84767 -0.265
S 0.84912 -1.69332 -0.69892 0.793
```


Entry x
Molecular formula: C6H12OS
Method: DFT, ωB97M-V/def2-TZVPD

**Charge**: 0
**Frontier orbital gap**: 8.2 eV

```
20
Properties=species:S:1:pos:R:3:lowdin_charge:R:1
C -0.04117 1.05797 -0.08778 -0.242
C 0.32307 -1.07253 1.02327 -0.030
C 0.54211 -0.72039 -1.44581 0.023
C 2.26987 0.50092 0.21610 0.015
C -2.12677 0.83942 0.78389 -0.381
C 0.84084 -0.03186 0.00184 -0.475
O 0.05135 2.19108 -0.40112 0.131
S -2.91237 -0.41491 -0.27320 0.657
H 0.46267 -0.80949 2.06163 0.097
H 0.65327 -1.95932 0.75617 0.030
H -0.77325 -1.18649 0.82468 0.036
H 0.49400 0.00215 -2.10362 0.031
H 1.19636 -1.41455 -1.72297 0.046
H -0.45218 -1.19587 -1.47137 0.072
H 2.80129 -0.20232 0.69356 0.043
H 2.17276 1.45314 0.69462 0.087
H 2.76973 0.57411 -0.73696 0.093
H -2.39022 1.82710 0.66526 -0.011
H -2.23066 0.46643 1.73594 -0.028
H -3.65068 0.09541 -1.21413 -0.196
```


Relative energies, in hartree, with the most stable structure set to zero: entry w 0.0776; entry x 0.0000.